(1)
{
  "formula": "C20H46OP4STc",
  "method": "ωB97M-V/def2-TZVPD",
  "spin_multiplicity": 4,
  "lumo_ev": [-13.64, -15.43],
  "gap_ev": [6.03, 4.72],
  "charge": 4,
  "symbols": ["Tc", "P", "P", "P", "H", "C", "C", "H", "C", "C", "C", "C", "C", "C", "C", "C", "C", "H", "H", "H", "H", "H", "H", "H", "H", "H", "H", "H", "H", "H", "H", "H", "H", "H", "H", "H", "H", "H", "H", "H", "H", "H", "H", "H", "H", "H", "C", "C", "C", "C", "C", "C", "S", "H", "H", "H", "H", "H", "H", "C", "P", "C", "C", "O", "H", "H", "H", "H", "H", "H", "H", "H", "H"],
  "positions_angstrom": [[-0.1108, 0.2741, 0.7135], [-0.8547, 2.1756, 2.0189], [-2.3193, -0.2705, 0.1149], [2.0778, 1.2761, 0.4432], [-0.1547, -2.3935, -8.5461], [0.8570, -2.5952, -8.1699], [1.1902, -3.7967, -7.6898], [0.4626, -4.6185, -7.6517], [-1.3100, 3.6905, 1.0853], [-2.3266, 1.9825, 3.1001], [0.3213, 2.8336, 3.2711], [-2.4899, -1.7748, -0.9182], [-3.5308, -0.7026, 1.4240], [-3.2193, 0.9760, -0.8932], [3.2250, 0.4187, -0.7076], [3.2202, 1.4058, 1.8777], [2.1049, 2.9957, -0.2087], [1.6112, -1.8274, -8.3700], [2.2318, -4.0659, -7.4840], [-1.5851, 4.4823, 1.7945], [-2.1629, 3.4829, 0.4300], [-0.4680, 4.0289, 0.4730], [-2.4048, 2.8619, 3.7566], [-2.2347, 1.0884, 3.7311], [-3.2444, 1.9130, 2.5026], [-0.2076, 3.5598, 3.9028], [1.1707, 3.3376, 2.7992], [0.6935, 2.0256, 3.9134], [-3.5474, -2.0746, -0.9340], [-1.8898, -2.5889, -0.4901], [-2.1437, -1.5935, -1.9434], [-4.5067, -0.2545, 1.1950], [-3.2027, -0.3638, 2.4111], [-3.6418, -1.7949, 1.4503], [-4.0583, 0.4886, -1.4042], [-2.5328, 1.3937, -1.6385], [-3.5946, 1.7858, -0.2573], [4.1972, 0.9329, -0.6948], [2.8318, 0.4143, -1.7314], [3.3692, -0.6213, -0.3854], [4.0580, 2.0636, 1.6134], [3.6164, 0.4121, 2.1174], [2.7203, 1.8142, 2.7624], [3.1141, 3.2192, -0.5768], [1.8343, 3.7210, 0.5673], [1.3922, 3.0799, -1.0361], [0.4561, -1.0550, -2.4764], [0.3424, 0.2516, -2.9947], [0.1237, 0.4246, -4.3573], [0.0480, -0.6782, -5.2078], [0.1928, -1.9730, -4.6991], [0.4081, -2.1669, -3.3432], [0.6737, -1.4170, -0.7925], [-0.3772, 1.2064, -0.5374], [0.3977, 1.1062, -2.3146], [0.0155, 1.4421, -4.7431], [-0.1134, -0.5334, -6.2753], [0.1468, -2.8282, -5.3653], [0.5343, -3.1531, -2.9019], [0.2424, -3.2806, 3.7844], [0.5083, -1.5167, 3.7258], [-0.5336, -0.6995, 4.9317], [2.2140, -1.1256, 4.0922], [0.1588, -1.0721, 2.2987], [-0.8224, -3.4990, 3.5813], [0.5074, -3.7111, 4.7651], [0.8627, -3.7644, 3.0080], [-0.2835, -1.0810, 5.9268], [-1.5877, -0.9170, 4.7225], [-0.3650, 0.3828, 4.9181], [2.8532, -1.4703, 3.2702], [2.3290, -0.0448, 4.2260], [2.5096, -1.6252, 5.0208]],
  "lowdin_charge": [0.600, 0.732, 0.735, 0.748, 0.136, 0.206, 0.219, 0.137, -0.211, -0.231, -0.230, -0.256, -0.200, -0.222, -0.259, -0.209, -0.227, 0.133, 0.135, 0.082, 0.044, 0.038, 0.082, 0.023, 0.054, 0.080, 0.042, 0.030, 0.082, 0.047, 0.044, 0.086, 0.015, 0.070, 0.077, 0.045, 0.049, 0.082, 0.040, 0.047, 0.090, 0.049, 0.024, 0.077, 0.048, 0.046, -0.611, -0.094, -0.020, -0.020, -0.043, -0.074, 0.814, -0.067, 0.069, 0.137, 0.117, 0.096, 0.123, -0.140, 0.628, -0.140, -0.140, -0.545, 0.081, 0.092, 0.082, 0.093, 0.071, 0.044, 0.071, 0.053, 0.093]
}

***

(2)
{
  "formula": "C48H42CsFN8O5S",
  "method": "ωB97M-V/def2-TZVPD",
  "spin_multiplicity": 1,
  "lumo_ev": 3.36,
  "de_lowest_kcal_mol": 39.7,
  "gap_ev": 6.25,
  "charge": -2,
  "symbols": ["Cs", "O", "C", "N", "C", "O", "C", "C", "C", "C", "C", "N", "C", "C", "C", "C", "C", "N", "H", "H", "H", "H", "H", "H", "H", "H", "C", "C", "C", "C", "C", "C", "C", "F", "C", "C", "C", "O", "C", "C", "N", "C", "C", "O", "O", "H", "H", "H", "H", "H", "H", "H", "H", "H", "H", "H", "C", "C", "C", "C", "C", "C", "C", "C", "C", "C", "N", "C", "C", "C", "C", "C", "N", "H", "H", "H", "H", "H", "H", "H", "H", "H", "H", "H", "H", "H", "H", "H", "H", "H", "N", "C", "N", "C", "C", "C", "C", "C", "C", "S", "H", "H", "H", "H", "H", "H"],
  "positions_angstrom": [[0.9030, 0.3550, -0.1520], [-2.4165, 3.4130, 3.2950], [-1.8156, 2.4039, 2.9188], [-0.5162, 2.1691, 2.8885], [0.4831, 2.5896, 3.6446], [0.5108, 2.8206, 4.8537], [1.7752, 2.6418, 2.8467], [2.5079, 3.8274, 2.7872], [3.6775, 3.8549, 2.0496], [4.0882, 2.6967, 1.4075], [3.2977, 1.5657, 1.5416], [2.1744, 1.5347, 2.2360], [-2.6083, 1.2874, 2.2664], [-3.7709, 0.8233, 2.8841], [-4.5197, -0.1545, 2.2570], [-4.0896, -0.6362, 1.0299], [-2.9159, -0.1190, 0.5032], [-2.1953, 0.8159, 1.0971], [2.1501, 4.7017, 3.3123], [4.2657, 4.7644, 1.9793], [4.9926, 2.6612, 0.8168], [3.5870, 0.6390, 1.0638], [-4.0654, 1.2378, 3.8372], [-5.4281, -0.5358, 2.7112], [-4.6399, -1.3944, 0.4916], [-2.5369, -0.4738, -0.4457], [3.8452, 2.6349, -7.1716], [4.3030, 3.4866, -5.9860], [4.3716, 4.9772, -6.3170], [2.9717, 5.5166, -6.5803], [2.0979, 5.2227, -5.3939], [1.0415, 6.0505, -5.0826], [0.2424, 5.7622, -3.9841], [-0.7843, 6.6095, -3.7096], [0.4818, 4.6733, -3.1848], [1.5478, 3.8217, -3.4778], [1.7806, 2.6504, -2.5948], [1.0313, 2.4206, -1.6513], [2.9625, 1.8933, -2.9313], [3.6975, 2.2361, -4.0043], [3.4297, 3.2766, -4.8492], [2.3664, 4.0946, -4.5913], [3.5276, 0.7251, -2.0540], [4.7516, 0.7828, -1.8898], [2.7189, -0.1151, -1.6581], [4.5349, 2.7560, -8.0049], [2.8458, 2.9235, -7.4870], [3.8164, 1.5872, -6.8808], [5.3019, 3.1477, -5.6810], [5.0247, 5.1351, -7.1788], [4.7947, 5.4975, -5.4534], [2.5533, 5.0491, -7.4779], [3.0092, 6.5926, -6.7604], [0.8416, 6.9344, -5.6701], [-0.1197, 4.4535, -2.3160], [4.5992, 1.6821, -4.2238], [-2.8210, 0.7744, -4.0359], [-1.3507, 1.0674, -3.7292], [-0.4182, 0.3364, -4.6517], [0.1131, 0.9610, -5.7667], [0.9835, 0.2936, -6.6119], [1.3360, -1.0097, -6.3210], [0.8154, -1.6698, -5.2233], [1.2911, -3.0657, -4.9320], [2.6565, -3.0076, -4.2455], [-0.0853, -1.0040, -4.3753], [-0.5748, -1.6192, -3.2515], [-1.6300, -2.3374, -3.2432], [-2.1992, -2.9958, -2.1275], [-3.4678, -3.6060, -2.1280], [-3.6813, -4.0746, -0.8412], [-2.5282, -3.7446, -0.1268], [-1.6432, -3.1035, -0.8853], [-3.4698, 1.3865, -3.4125], [-3.0435, -0.2728, -3.8436], [-3.0492, 0.9957, -5.0795], [-1.1296, 0.7612, -2.7052], [-1.1739, 2.1425, -3.8108], [-0.1648, 1.9878, -5.9771], [1.3930, 0.7769, -7.4887], [2.0395, -1.5324, -6.9576], [1.3784, -3.6275, -5.8702], [0.5846, -3.5798, -4.2812], [3.3738, -2.5071, -4.8946], [3.0303, -4.0078, -4.0253], [2.5768, -2.4460, -3.3173], [-2.2130, -2.4775, -4.1750], [-4.1305, -3.6645, -2.9759], [-4.5445, -4.6007, -0.4663], [-2.3092, -3.9543, 0.9081], [0.6899, -3.6350, 0.0859], [0.9028, -3.2764, 1.3360], [0.5744, -2.1691, 1.8849], [0.9565, -2.0667, 3.1858], [0.7521, -0.9685, 4.0131], [1.1958, -1.0199, 5.3206], [1.8402, -2.1454, 5.8225], [2.0651, -3.2480, 5.0141], [1.6228, -3.2011, 3.7080], [1.7665, -4.4254, 2.4760], [-0.2166, -3.2410, -0.4014], [0.9130, -4.5908, -0.1423], [0.2629, -0.0917, 3.6213], [1.0389, -0.1615, 5.9579], [2.1735, -2.1639, 6.8525], [2.5780, -4.1212, 5.3909]],
  "lowdin_charge": [1.324, 0.010, -0.494, 0.157, -0.510, 0.016, -0.198, -0.013, -0.081, -0.063, -0.215, 0.021, -0.200, -0.022, -0.086, -0.071, -0.149, 0.094, 0.112, 0.096, 0.100, 0.094, 0.108, 0.094, 0.090, 0.089, -0.030, -0.322, -0.138, -0.143, -0.144, 0.032, -0.257, 0.039, 0.067, -0.037, -0.332, -0.218, -0.012, 0.024, -0.002, -0.091, -0.715, -0.023, -0.370, 0.079, 0.071, 0.077, 0.147, 0.115, 0.127, 0.113, 0.114, 0.121, 0.137, 0.142, -0.076, -0.192, -0.168, -0.056, -0.116, -0.069, -0.178, -0.204, -0.081, -0.192, 0.120, -0.125, -0.331, -0.096, -0.143, -0.200, 0.021, 0.070, 0.054, 0.071, 0.088, 0.101, 0.108, 0.079, 0.105, 0.104, 0.097, 0.067, 0.064, 0.073, 0.134, 0.081, 0.069, 0.100, 0.086, -0.686, 0.052, -0.316, -0.007, -0.086, -0.126, -0.134, -0.509, 0.984, 0.048, 0.079, 0.088, 0.099, 0.085, 0.090]
}

***

> Which of these has the lowest charge?

C48H42CsFN8O5S

***

> The highest charge belongs to which entry?

C20H46OP4STc

***

> Which of these has the highest charge?

C20H46OP4STc